[1]
Molecular formula: C26H16F12N2O4Pt
Method: DFT, wB97M-V/def2-TZVPD

Computed properties:
DFT total energy, eV: -74252.5668
Orbital gap, eV: 5.47
HOMO level, eV: -1.067
Charge: -2

Each line ends with the Mulliken charge.
Cartesian coordinates (Å):
Pt1 -0.903 1.318 0.173  0.91
C1 1.063 -0.742 -5.786  -1.68
C2 1.039 -0.607 -4.285  0.70
C3 1.907 0.249 -3.626  -0.86
C4 1.786 0.419 -2.260  -0.20
C5 0.815 -0.243 -1.512  -0.97
N1 0.711 0.149 -0.148  -0.29
C6 1.443 -0.500 0.782  1.55
C7 2.396 -1.479 0.372  -0.47
C8 3.160 -2.193 1.258  -1.04
C9 3.050 -1.999 2.633  0.15
C10 3.852 -2.808 3.618  -1.75
C11 2.161 -1.024 3.047  -0.61
C12 1.371 -0.261 2.187  -0.44
C13 0.546 0.876 2.808  1.44
O1 -0.465 1.446 2.106  -1.07
C14 1.523 2.052 3.146  0.61
F1 0.911 3.012 3.883  -0.31
F2 1.944 2.636 2.019  -0.25
F3 2.630 1.708 3.840  -0.28
C15 -0.127 0.406 4.153  0.44
F4 -1.155 1.202 4.501  -0.26
F5 -0.619 -0.832 4.059  -0.25
F6 0.705 0.418 5.233  -0.30
C16 -0.048 -1.155 -2.152  0.20
C17 0.095 -1.295 -3.533  -0.48
C18 -1.152 -1.931 -1.338  1.78
O2 -1.750 -1.247 -0.395  -0.92
C19 -0.449 -3.244 -0.735  0.53
F7 -1.239 -4.354 -0.759  -0.37
F8 -0.117 -3.063 0.540  -0.22
F9 0.690 -3.618 -1.387  -0.33
C20 -2.279 -2.462 -2.310  0.20
F10 -1.904 -3.431 -3.215  -0.33
F11 -2.801 -1.460 -3.041  -0.22
F12 -3.305 -3.004 -1.636  -0.30
H1 2.058 -0.532 -6.187  0.40
H2 0.364 -0.040 -6.250  0.27
H3 0.775 -1.747 -6.099  0.37
H4 2.654 0.807 -4.182  0.29
H5 2.432 1.108 -1.728  0.53
H6 2.490 -1.678 -0.686  0.39
H7 3.852 -2.937 0.871  0.33
H8 4.839 -3.053 3.217  0.38
H9 3.365 -3.755 3.875  0.29
H10 4.001 -2.258 4.551  0.37
H11 2.091 -0.847 4.112  0.40
H12 -0.555 -1.966 -4.070  0.45
O3 -2.624 3.146 -3.027  -0.79
C21 -2.301 2.591 -1.980  0.08
O4 -1.480 1.630 -1.820  -0.85
C22 -2.966 3.061 -0.691  0.66
C23 -4.027 3.948 -0.664  -0.54
C24 -4.550 4.330 0.558  -0.21
C25 -3.981 3.821 1.720  -0.68
C26 -2.925 2.935 1.626  -0.09
N2 -2.439 2.563 0.435  0.08
H13 -4.400 4.311 -1.612  0.45
H14 -5.385 5.019 0.611  0.39
H15 -4.349 4.103 2.697  0.39
H16 -2.421 2.503 2.481  0.31


[2]
Molecular formula: C26H17BeF9N2O4PS3
Method: DFT, wB97M-V/def2-TZVPD

Computed properties:
DFT total energy, eV: -105066.6509
Energy relative to the best compared isomer or geometry (same formula, charge and spin), eV: 0.000
Orbital gap, eV: 8.05
HOMO level, eV: -5.381
Charge: -1

Each line ends with the Mulliken charge.
Cartesian coordinates (Å):
Be1 0.710 0.948 0.056  -0.65
C1 0.671 -4.128 -2.488  -0.47
C2 -0.559 -3.566 -2.800  -0.62
C3 -1.209 -2.769 -1.872  -0.56
C4 -0.645 -2.526 -0.620  0.15
C5 0.583 -3.104 -0.313  0.24
C6 1.236 -3.898 -1.244  -0.68
P1 -1.544 -1.347 0.469  0.11
C7 -2.706 -2.548 1.261  -0.24
C8 -2.506 -3.923 1.356  0.19
C9 -3.493 -4.741 1.888  -0.68
C10 -4.694 -4.202 2.326  -0.43
C11 -4.905 -2.833 2.237  -0.63
C12 -3.916 -2.017 1.708  -0.45
C13 -0.303 -1.033 1.793  0.76
C14 -0.389 -1.727 3.001  -0.15
C15 0.511 -1.480 4.025  -0.76
C16 1.498 -0.530 3.840  -1.00
C17 1.573 0.167 2.643  0.18
C18 0.689 -0.027 1.575  0.13
H1 1.187 -4.744 -3.214  0.37
H2 -1.002 -3.741 -3.772  0.37
H3 -2.168 -2.324 -2.116  0.36
H4 1.042 -2.905 0.647  0.35
H5 2.203 -4.324 -1.003  0.39
H6 -1.573 -4.353 1.013  0.40
H7 -3.331 -5.810 1.951  0.38
H8 -5.466 -4.846 2.728  0.36
H9 -5.847 -2.407 2.560  0.38
H10 -4.077 -0.948 1.628  0.41
H11 -1.161 -2.474 3.138  0.26
H12 0.434 -2.026 4.958  0.38
H13 2.207 -0.325 4.634  0.37
H14 2.347 0.924 2.544  0.37
F1 3.661 0.730 -4.002  -0.21
C19 4.438 0.907 -2.924  0.53
F2 5.587 1.477 -3.384  -0.33
F3 4.798 -0.316 -2.482  -0.23
C20 3.814 1.743 -1.852  -0.13
C21 4.373 2.942 -1.479  -0.32
C22 3.789 3.684 -0.452  -1.05
C23 2.651 3.196 0.144  0.19
N1 2.090 2.039 -0.206  0.15
C24 2.634 1.293 -1.203  0.38
S1 1.785 -0.127 -1.507  -0.36
H15 5.261 3.300 -1.983  0.49
H16 4.214 4.621 -0.126  0.42
H17 2.172 3.741 0.945  0.44
F4 -1.820 3.210 2.547  -0.22
C25 -0.852 3.586 1.713  0.52
F5 -0.790 4.922 1.729  -0.24
F6 0.305 3.116 2.182  -0.11
S2 -1.261 3.013 -0.025  0.90
O1 -0.766 1.634 -0.087  0.02
O2 -2.680 3.133 -0.060  -0.63
N2 -0.491 4.124 -0.815  -0.49
S3 -0.214 4.018 -2.381  1.05
O3 0.634 5.091 -2.789  -0.68
O4 0.050 2.702 -2.862  -0.59
C26 -1.880 4.390 -3.140  0.57
F7 -1.749 4.606 -4.454  -0.23
F8 -2.456 5.469 -2.602  -0.24
F9 -2.694 3.346 -2.978  -0.19